(1)
The following is a DFT calculation (the ωB97M-V functional and the def2-TZVPD basis) of the ion C3H8NOS with charge -1.

Structure (XYZ):
```
14
Properties=species:S:1:pos:R:3:forces:R:3
C 0.169 1.748 -0.760 0.0 -0.9 -0.7
C -1.260 -2.037 0.205 -0.4 -0.9 -2.7
C 0.325 0.220 -0.963 1.7 0.0 2.9
N 1.613 -0.238 -0.381 -1.4 0.8 1.1
O 2.331 -1.342 -0.798 -0.8 -0.2 -0.4
S -1.398 -0.263 -0.023 0.8 0.1 -0.2
H -0.611 1.969 -1.497 0.7 1.0 -0.4
H 1.170 2.210 -0.765 -0.6 0.1 -0.8
H -0.310 2.041 0.153 0.0 -0.2 0.9
H -1.849 -2.292 1.080 0.3 -0.4 0.2
H -0.230 -2.451 0.112 -0.5 0.7 0.8
H -1.758 -2.469 -0.728 0.3 0.1 1.4
H 0.251 -0.048 -1.993 0.0 -0.4 -0.6
H 1.510 -0.277 0.677 -0.1 0.3 -1.5
```
Positions in Å, forces in eV/Å.

Properties
Frontier orbital gap = 0.1823 Eh
Maximum force = 0.06589 Eh/bohr
HOMO level = -1.396 eV
SMILES = CS[C@@H](C)N[O-]
Charge = -1


(2)
The following is a DFT calculation (the ωB97M-V functional and the def2-TZVPD basis) of a structure of composition C7H13N.

Structure (XYZ):
```
21
Properties=species:S:1:pos:R:3:forces:R:3
C -1.819 -0.271 -0.171 0.2 0.0 0.1
C -0.351 -0.219 -0.593 0.1 0.0 0.3
C 0.470 -1.415 0.188 -0.2 -0.2 -0.1
C -0.075 -2.456 0.848 0.1 0.2 -0.1
N -0.019 -0.194 -1.897 0.1 0.0 0.2
H 0.102 -1.146 -2.242 0.0 0.0 0.1
H 1.484 -1.511 -0.197 0.0 0.0 0.0
H -1.958 -0.282 0.911 0.0 0.0 0.0
H -2.327 0.595 -0.592 0.0 0.0 0.0
H -2.262 -1.174 -0.589 0.0 0.0 0.0
H -1.101 -2.453 1.193 0.0 0.0 0.0
H 0.504 -3.347 1.062 0.0 0.1 0.0
C 1.702 1.495 -0.467 -0.1 0.0 0.0
C 0.378 1.098 0.147 -0.2 0.3 -0.1
C -0.288 1.960 0.949 0.1 -0.2 -0.2
H 0.570 -0.121 0.763 -0.2 0.0 -0.2
H 2.351 0.633 -0.622 0.0 0.0 0.0
H 1.535 1.936 -1.448 0.0 0.0 0.0
H 2.218 2.212 0.174 0.0 0.0 0.0
H -1.257 1.739 1.372 0.0 0.0 0.0
H 0.143 2.920 1.210 0.0 0.0 0.0
```
Positions in Å, forces in eV/Å.

Properties
Frontier orbital gap (spin up / spin down) = 0.2770 / 0.2453 Eh
Maximum force = 0.00662 Eh/bohr
HOMO level (spin up / spin down) = -7.950 / -7.160 eV


(3)
The following is a DFT calculation (the ωB97M-V functional and the def2-TZVPD basis) of a structure of composition C25H25BrN9O7Sc.

Structure (XYZ):
```
68
Properties=species:S:1:pos:R:3:forces:R:3
Sc -0.896 0.313 0.850 -0.3 -0.3 -0.3
O 0.929 -2.624 -2.229 -0.1 0.1 0.1
C 2.078 -2.808 -1.551 0.1 0.0 0.1
C 3.129 -3.422 -2.234 -0.1 0.0 0.0
C 4.333 -3.649 -1.603 0.0 0.0 0.0
C 4.518 -3.277 -0.271 0.0 0.0 0.0
C 3.482 -2.680 0.411 0.0 0.0 0.0
C 2.254 -2.426 -0.209 0.0 -0.2 0.0
C 1.175 -1.784 0.560 0.0 0.1 0.0
O 0.176 -1.261 -0.093 0.0 0.3 -0.1
N 1.259 -1.762 1.874 -0.1 -0.1 -0.1
N 0.150 -1.126 2.352 0.2 0.2 0.1
C -0.111 -1.172 3.595 0.0 0.0 -0.1
C -1.391 -0.586 4.000 -0.1 0.0 0.1
C -1.815 -0.586 5.321 -0.1 0.0 -0.1
C -3.067 -0.069 5.618 0.0 0.0 0.0
C -3.847 0.431 4.591 0.0 0.0 0.0
C -3.339 0.405 3.300 0.0 0.0 0.0
N -2.148 -0.097 3.003 0.2 0.2 -0.1
H 0.347 -2.081 -1.659 0.0 -0.1 0.0
H 2.967 -3.701 -3.266 0.0 0.0 0.0
H 5.140 -4.118 -2.150 0.0 0.0 0.0
H 5.463 -3.455 0.222 0.0 0.0 0.0
H 3.600 -2.388 1.445 0.0 0.0 0.0
H 0.533 -1.683 4.304 0.0 0.0 0.0
H -1.173 -0.986 6.093 0.0 0.0 0.0
H -3.425 -0.057 6.639 0.0 0.0 0.0
H -4.828 0.845 4.774 0.0 0.0 0.0
H -3.910 0.809 2.472 0.0 0.0 0.0
Br -2.274 -3.299 1.756 0.0 0.0 0.0
C -3.319 -2.318 0.528 -0.1 -0.1 0.0
C -4.458 -2.933 0.022 0.1 0.0 0.1
C -5.212 -2.240 -0.906 0.0 0.0 0.0
C -4.793 -0.980 -1.306 0.0 0.0 0.0
C -3.640 -0.464 -0.751 0.0 0.0 0.0
N -2.915 -1.109 0.177 0.2 -0.1 0.0
C -3.087 0.878 -1.200 -0.1 0.0 0.0
O -3.730 1.586 -1.942 0.0 -0.1 0.0
O -1.915 1.116 -0.721 0.2 -0.1 0.4
H -4.724 -3.925 0.351 0.0 0.0 0.0
H -6.106 -2.685 -1.321 0.0 0.0 0.0
H -5.319 -0.388 -2.041 0.0 0.0 0.0
C 2.098 2.390 -0.462 0.1 0.0 0.0
N 0.992 1.667 -1.117 -0.3 -0.1 0.2
C 1.581 0.685 -2.041 0.1 0.0 -0.1
N 2.445 1.310 -3.041 0.0 -0.1 0.0
C 3.508 2.027 -2.335 0.0 0.0 0.0
N 2.978 3.047 -1.428 0.0 0.0 0.0
C 2.169 3.982 -2.213 0.0 0.0 0.0
N 1.074 3.311 -2.913 0.0 0.0 0.0
C 0.229 2.641 -1.925 0.0 0.1 -0.1
C 1.650 2.287 -3.786 0.0 0.0 0.0
H 2.680 1.684 0.133 0.0 0.0 0.0
H 1.690 3.144 0.212 0.0 0.0 0.0
H 0.778 0.149 -2.550 0.0 0.0 0.0
H 2.172 -0.032 -1.467 0.0 0.0 0.0
H 4.159 2.510 -3.068 0.0 0.0 0.0
H 4.098 1.310 -1.759 0.0 0.0 0.0
H 2.812 4.474 -2.946 0.0 0.0 0.0
H 1.754 4.739 -1.545 0.0 0.0 0.0
H -0.583 2.126 -2.433 0.0 0.0 0.0
H -0.210 3.388 -1.261 0.0 0.0 0.0
H 2.289 2.771 -4.528 0.0 0.0 0.0
H 0.842 1.766 -4.304 0.0 0.0 0.0
O 0.038 3.728 2.361 0.0 0.1 0.1
N -0.321 2.644 2.009 0.1 -0.1 0.0
O -1.520 2.318 1.818 -0.4 0.2 -0.2
O 0.506 1.692 1.780 0.3 -0.3 0.2
```
Positions in Å, forces in eV/Å.

Properties
Frontier orbital gap = 0.2686 Eh
Maximum force = 0.01005 Eh/bohr
HOMO level = -8.338 eV


- What is the maximum force in the third record?
  0.01005 Eh/bohr


- Which of these has the highest maximum force?
  C3H8NOS